DFT (ωB97M-V/def2-TZVPD) results for a cluster of 5 separate species, C36H76IN2O10S4Si in total in a non-equilibrium geometry.

The net charge is +1. The calculation puts the HOMO energy at -11.37 eV. The largest force on an atom comes out at 0.0295 Eh/bohr. As for the LUMO energy: -4.3 eV.

```
130
Properties=species:S:1:pos:R:3:forces:R:3:lowdin_charge:R:1
C -2.0091 4.1599 2.8868 -0.04 0.24 0.32 -0.084
C -0.8207 5.0504 2.5459 -0.18 0.21 0.07 -0.248
N -0.1640 4.7487 1.2821 -0.52 -0.37 0.28 -0.003
C 0.4340 3.4614 1.0170 0.83 0.45 -0.65 -0.226
C -0.5959 2.4124 0.5297 0.20 0.33 0.53 -0.256
C -0.4972 2.1313 -0.9561 -0.44 -0.03 -0.37 -0.113
C -1.6449 1.2624 -1.4698 -0.28 0.10 0.53 -0.258
O -1.3898 -0.1189 -1.2832 0.31 0.20 -0.20 -0.266
Si -0.4638 -0.9962 -2.3815 0.07 -0.64 -0.51 0.431
C -0.3265 -0.1900 -4.0724 0.18 0.03 0.18 -0.139
C 1.2766 -1.2824 -1.7375 -0.10 0.18 -0.02 -0.142
C -1.3119 -2.6314 -2.5964 -0.40 0.29 0.11 -0.157
N -0.3245 1.1908 1.4102 -0.48 -0.37 -0.51 -0.375
I -1.9908 0.1162 2.0900 -0.04 0.11 -0.01 1.106
C 0.5828 1.5829 2.5325 0.16 0.31 1.02 -0.158
C 1.4362 2.7275 1.9885 -0.01 -1.10 -1.05 -0.332
C 2.4943 2.0271 1.0703 -0.07 0.38 0.38 -0.105
C 3.4357 1.0869 1.8372 0.22 -0.08 -0.53 -0.119
C 3.2279 -0.4132 1.5821 0.42 0.29 0.81 -0.185
O 2.7273 -0.9698 2.7958 -0.43 0.02 -0.99 -0.254
C 1.9063 -2.1076 2.6189 0.22 -0.09 0.41 -0.098
C 2.1460 3.5713 3.0347 -0.09 0.38 0.28 -0.112
C 2.8602 4.8219 2.4809 0.11 -0.46 0.10 -0.151
C 4.3562 4.6405 2.2233 0.74 0.80 0.02 -0.417
C 4.9207 5.9520 1.6296 -0.51 -0.29 0.27 -0.062
C 5.1367 4.3018 3.4959 -0.42 -0.74 -0.07 -0.063
H -1.7751 3.0962 2.9176 -0.02 -0.01 -0.08 0.008
H -2.3409 4.4198 3.8940 -0.02 -0.02 0.00 0.084
H -2.8590 4.3425 2.2289 0.09 -0.18 -0.18 0.085
H -1.2135 6.0642 2.4499 0.08 0.04 -0.01 0.121
H -0.1435 5.0819 3.4081 0.12 -0.12 -0.10 0.097
H 0.4275 5.5031 0.9779 0.04 0.00 0.07 0.111
H 1.0492 3.6576 0.1344 0.00 0.09 0.02 0.144
H -1.6122 2.7376 0.7321 0.06 0.11 0.18 0.112
H 0.4724 1.7273 -1.2596 0.03 -0.05 0.11 0.119
H -0.5732 3.1099 -1.4387 0.00 0.06 0.10 0.144
H -1.9247 1.5137 -2.4937 0.26 -0.18 -0.12 0.114
H -2.5274 1.5014 -0.8652 -0.07 -0.04 -0.09 0.108
H 0.6843 -0.3809 -4.4404 0.01 0.00 -0.01 0.034
H -0.4681 0.8899 -4.1169 -0.11 -0.01 -0.06 0.027
H -0.9997 -0.6889 -4.7699 -0.16 0.19 0.00 0.041
H 1.5951 -0.5038 -1.0420 0.09 -0.06 0.04 -0.011
H 1.9714 -1.2527 -2.5788 0.02 0.01 0.00 0.039
H 1.3872 -2.2643 -1.2760 -0.03 0.08 0.19 0.038
H -2.2664 -2.4737 -3.1062 0.02 -0.03 -0.05 0.034
H -1.5544 -3.0810 -1.6310 0.19 -0.18 -0.03 0.035
H -0.7323 -3.3132 -3.2191 0.03 -0.10 0.13 0.049
H 0.0927 0.4922 0.7898 0.36 0.02 0.21 0.085
H 0.0021 1.9469 3.3836 -0.39 -0.10 -0.24 0.104
H 1.1019 0.6841 2.8776 0.23 0.08 -0.15 0.118
H 1.9917 1.4556 0.2823 -0.05 0.04 -0.02 0.093
H 3.0451 2.8073 0.5435 0.09 -0.05 -0.01 0.104
H 4.4636 1.3537 1.5886 0.01 0.00 0.01 0.121
H 3.3507 1.2037 2.9168 0.04 0.07 0.01 0.105
H 2.5465 -0.6144 0.7523 0.07 0.00 -0.08 0.082
H 4.2081 -0.8600 1.3898 -0.17 -0.23 -0.31 0.132
H 2.1121 -2.6262 1.6799 -0.07 0.03 -0.04 0.088
H 2.1092 -2.7939 3.4402 0.00 0.00 0.01 0.086
H 0.8444 -1.8314 2.6881 -0.03 -0.02 -0.23 0.062
H 1.4639 3.8611 3.8383 -0.16 -0.05 -0.12 0.108
H 2.9168 2.9836 3.5321 -0.16 -0.21 0.03 0.094
H 2.7613 5.6262 3.2155 -0.05 0.08 -0.08 0.129
H 2.3981 5.1691 1.5565 -0.04 0.01 0.01 0.097
H 4.5720 3.8741 1.4759 -0.35 -0.17 0.06 0.096
H 5.2769 6.6096 2.4249 0.06 0.03 -0.04 0.085
H 5.7122 5.7401 0.9158 -0.05 0.29 0.37 0.035
H 4.1178 6.4785 1.1074 0.19 0.10 -0.19 0.079
H 4.8328 4.9395 4.3289 0.21 0.20 -0.06 0.089
H 6.2096 4.3661 3.3207 0.01 0.20 0.08 0.085
H 4.9457 3.2722 3.8173 0.06 0.01 0.05 0.063
C 0.8925 0.3127 7.5691 0.04 -0.06 0.01 -0.218
C 1.9501 -0.0439 8.6226 -0.01 0.04 -0.04 -0.208
C 3.1292 -0.6938 7.8890 -0.05 -0.01 0.22 -0.210
S 3.1270 -0.0079 6.2240 0.00 0.08 0.11 0.668
O 2.8442 -1.0480 5.2702 -0.04 -0.06 0.64 -0.305
O 4.2684 0.8517 6.0396 0.00 0.00 -0.13 -0.319
C 1.6512 0.9919 6.4344 -0.18 0.04 0.11 -0.230
H 0.1188 0.9623 7.9761 0.00 -0.01 0.01 0.116
H 0.4107 -0.5967 7.2029 -0.01 0.01 -0.02 0.119
H 2.2838 0.8657 9.1252 0.00 0.01 -0.01 0.119
H 1.5509 -0.7107 9.3846 0.01 0.00 0.01 0.116
H 4.0874 -0.4702 8.3508 0.05 -0.03 -0.09 0.105
H 3.0073 -1.7710 7.7928 0.01 0.01 -0.09 0.106
H 1.1083 1.0195 5.4917 0.09 -0.04 -0.05 0.085
H 1.9731 1.9955 6.7131 0.04 0.00 -0.02 0.110
C 7.8956 2.8941 -2.7533 -0.08 0.03 -0.05 -0.217
C 7.4446 3.8986 -3.8222 0.03 -0.01 0.06 -0.208
C 6.1374 4.5338 -3.3319 0.04 -0.08 -0.22 -0.213
S 6.2012 4.4823 -1.5338 0.44 -0.02 -0.38 0.676
O 5.1531 3.6115 -1.0459 -0.09 0.15 0.10 -0.330
O 6.3579 5.8204 -1.0244 -0.12 -0.08 -0.17 -0.326
C 7.7659 3.6200 -1.4186 0.10 -0.22 -0.05 -0.223
H 8.9158 2.5538 -2.9210 0.00 -0.01 0.00 0.118
H 7.2427 2.0185 -2.7657 0.01 -0.01 0.02 0.119
H 8.2067 4.6702 -3.9422 0.00 0.01 0.02 0.120
H 7.3055 3.4228 -4.7913 0.00 0.01 -0.01 0.116
H 6.0332 5.5709 -3.6399 -0.08 0.02 0.09 0.104
H 5.2647 3.9630 -3.6440 -0.02 -0.01 0.08 0.103
H 7.7440 2.9579 -0.5558 -0.06 0.07 0.05 0.109
H 8.5420 4.3745 -1.2956 -0.04 0.04 0.03 0.112
C -6.1217 -5.2535 -2.7923 0.41 -0.07 0.14 -0.230
C -4.9495 -5.5991 -1.8572 -0.10 0.04 0.03 -0.214
C -3.9308 -6.4051 -2.6711 -0.04 0.02 0.26 -0.220
S -4.1203 -5.8563 -4.3750 -0.05 0.15 0.09 0.661
O -4.5992 -6.9600 -5.1686 0.09 -0.01 -0.05 -0.318
O -2.9478 -5.1157 -4.7767 0.02 -0.08 -0.08 -0.339
C -5.4729 -4.7332 -4.0700 -0.17 0.11 0.09 -0.237
H -6.7880 -4.5119 -2.3559 -0.03 0.00 -0.02 0.118
H -6.7070 -6.1458 -3.0039 -0.01 0.02 -0.06 0.100
H -4.4849 -4.6791 -1.4936 0.01 0.01 -0.02 0.107
H -5.2829 -6.1632 -0.9864 0.02 0.01 0.01 0.111
H -2.9039 -6.2220 -2.3645 0.04 -0.05 -0.09 0.096
H -4.1401 -7.4727 -2.6447 -0.01 0.00 -0.10 0.103
H -6.1379 -4.7399 -4.9272 0.05 -0.03 -0.04 0.084
H -5.0469 -3.7396 -3.9274 0.06 -0.02 0.00 0.105
C -9.5313 -8.3544 -5.9168 -0.04 0.04 0.09 -0.217
C -10.8938 -7.8867 -5.3855 0.05 0.01 -0.04 -0.211
C -10.6894 -6.5004 -4.7614 -0.16 -0.18 0.04 -0.215
S -9.3055 -5.7589 -5.6419 -0.10 -0.14 -0.17 0.685
O -8.2046 -5.5854 -4.7197 -0.30 0.06 -0.09 -0.332
O -9.7617 -4.6522 -6.4402 0.09 0.09 0.08 -0.313
C -8.9505 -7.1701 -6.6813 0.03 -0.21 -0.05 -0.221
H -9.6238 -9.2305 -6.5561 0.00 0.00 0.00 0.117
H -8.8761 -8.6145 -5.0827 0.03 -0.01 -0.02 0.119
H -11.6045 -7.8187 -6.2110 0.01 0.01 -0.01 0.118
H -11.3042 -8.5841 -4.6572 -0.01 0.01 0.00 0.114
H -11.5537 -5.8514 -4.8762 0.06 0.08 0.01 0.103
H -10.4115 -6.5639 -3.7111 0.08 0.05 -0.02 0.103
H -7.8761 -7.2301 -6.8426 0.01 0.11 0.03 0.111
H -9.4657 -7.0112 -7.6283 0.00 0.04 0.01 0.111
```
Forces are in eV/Å.